No. 1
Formula: C36H80N4O6
Source: the OMol25 dataset
Level of theory: ωB97M-V/def2-TZVPD

Computed properties:
Lowest unoccupied orbital energy in Ha: 0.023
DFT total energy in Ha: -2089.89255
SMILES: CC1(C)CCCC(C)(C)N1O.CC1(C)CCCC(C)(C)N1O.CC1(C)CCCC(C)(C)N1O.CC1(C)CCCC(C)(C)N1O.O.O
Highest occupied orbital energy in eV: -8.227
Gap between HOMO and LUMO in eV: 8.845
Energy above the lowest of the compared OMol25 structures with the same formula, charge and spin in kcal/mol: 51.6

Last column: Mulliken charge in e.
Element x y z (Å)
O: 0.3583 1.6421 -3.6694  -0.6680
O: 1.0267 0.9767 -0.0304  1.5206
O: 3.7135 2.3936 0.6575  -0.7030
O: 1.1960 3.6353 1.1841  -0.4251
O: 0.4389 -1.6561 1.1000  1.8533
O: -3.7766 0.2959 2.3046  -0.7299
N: 1.1587 0.4766 -3.8371  1.3263
N: -0.0336 4.3349 1.4320  -0.1477
N: -3.0565 -0.9017 2.1884  1.6628
N: 1.4355 -2.6252 1.1997  -0.1069
C: 3.3750 -3.4781 2.4473  -1.3534
C: 2.4520 1.8668 -5.4954  -2.0095
C: 2.0751 -1.7292 3.4412  -2.0073
C: 1.3882 -1.7378 -4.9870  -0.9858
C: -0.3362 0.0632 -5.9288  -1.7521
C: 0.3142 -4.0263 -0.5869  -2.1585
C: -2.2635 4.3269 2.6251  -1.0710
C: -0.7811 3.7522 -0.9363  -1.2856
C: -1.9811 5.5254 0.3949  -1.4377
C: 0.4093 -0.4987 -4.6796  1.3587
C: -3.0031 -3.7962 2.3494  -1.0349
C: 0.2146 5.9526 -0.4911  -2.2590
C: -3.4362 -1.6770 0.8937  2.0459
C: -2.8673 -3.1195 1.0074  -0.1523
C: 3.4823 -1.0867 1.5225  -0.7646
C: 2.5582 -4.6287 0.3316  -1.1992
C: -2.3664 -2.9732 3.4774  -0.4687
C: 2.2771 -2.5558 -1.1830  -1.6520
C: 3.7961 -4.2770 1.1823  -0.8196
C: 2.5549 -2.1986 2.0778  1.4675
C: 2.4807 0.9504 -4.2635  1.3338
C: -3.0983 -1.5738 3.5313  0.8823
C: -2.9193 4.7060 1.2527  -0.5779
C: 3.3781 -0.2607 -4.5647  -0.9539
C: 3.1507 1.7218 -3.0107  -1.7274
C: -0.6875 -1.0803 -3.7950  -2.1293
C: -4.4523 -1.6727 4.2337  -1.7442
C: 1.6699 -3.3941 -0.0154  1.7584
C: -0.0426 3.9841 3.8216  -2.2301
C: 2.6930 -1.1909 -5.5507  -0.7147
C: -2.2172 -0.7238 4.5161  -1.7931
C: -0.8527 3.6947 2.4938  2.3216
C: -4.9977 -1.7842 0.6520  -1.4866
C: -0.6512 4.8395 0.1610  2.1408
C: -1.0025 2.1741 2.3375  -1.5344
C: -2.8767 -0.8558 -0.2903  -2.4057
H: 1.7418 2.6809 -5.3507  0.3160
H: 0.6986 0.4973 -0.7912  -0.5727
H: -2.9065 3.5210 2.9787  0.3016
H: -1.5286 1.9331 1.4137  -0.2348
H: 0.3731 6.8310 0.1345  0.5073
H: 3.7140 -0.3099 2.2512  0.4636
H: 1.6456 -0.7373 3.3008  0.1661
H: -5.3593 -2.7381 0.2679  0.2876
H: -2.3577 5.2131 3.2527  0.4293
H: -0.3641 -3.2625 -0.9674  0.1617
H: 2.0609 -5.3651 0.9629  0.3755
H: -2.4510 5.8824 -0.5215  0.4828
H: -2.6086 0.2818 4.6698  0.3455
H: 2.2855 1.4113 -6.4715  0.3005
H: -5.2516 -1.9968 3.5672  0.3728
H: 0.2440 5.0295 3.9362  0.4873
H: -1.2351 -0.4770 -6.2259  0.4589
H: -1.3244 -2.7890 3.2157  -0.3785
H: 3.3280 -2.0706 -5.6551  0.4070
H: -0.0734 1.6042 2.3445  0.1877
H: -3.3737 0.1048 -0.4261  0.5497
H: 1.5500 -2.5258 -4.2515  0.4697
H: -4.0591 -4.0395 2.4673  0.3084
H: -3.2199 3.7861 0.7513  0.1342
H: 2.5856 -0.6552 -6.4939  0.2832
H: 4.2099 1.9726 -3.0681  0.4206
H: -0.2919 -4.4947 0.1886  0.4604
H: 3.4059 2.3826 -5.6056  0.5314
H: 2.9176 1.8627 0.6886  0.1370
H: 0.4090 -4.7861 -1.3626  0.6127
H: -2.4486 -4.7344 2.3296  0.5302
H: -4.8178 -0.7449 4.6739  0.3339
H: 4.5397 -3.8344 0.5196  0.3551
H: -1.4337 3.0073 -0.4809  -0.0137
H: -1.5395 1.7347 3.1782  0.7711
H: 4.2663 0.0755 -5.0998  0.4047
H: 3.6563 -0.7446 -3.6285  0.2415
H: 0.1501 3.2768 -1.2446  0.0834
H: -3.1623 0.9740 2.0139  0.2301
H: 0.9756 -2.2548 -5.8534  0.3682
H: 3.3617 -2.6099 -1.2761  0.4188
H: -0.6165 3.7573 4.7202  0.4117
H: 2.7637 -4.1957 2.9945  0.3586
H: 0.8338 3.3409 3.8999  0.2969
H: -1.9963 -1.2267 5.4576  0.4955
H: -0.2579 -1.5776 -2.9254  0.0794
H: 3.5648 3.0867 1.3007  0.3544
H: 1.9933 -2.8897 -2.1810  0.2357
H: 4.4388 -1.5028 1.2061  0.3512
H: -0.2608 -1.9309 1.6971  -0.7640
H: -1.3025 4.1423 -1.8104  0.5890
H: 1.9916 -1.5040 -1.2021  0.2082
H: -1.8692 -3.2329 0.5843  -1.2532
H: -5.5010 -1.4717 1.5669  0.3210
H: -1.2151 -0.5888 4.1091  0.1654
H: 4.4014 -5.1469 1.4370  0.4737
H: -2.8033 -1.4615 -1.1936  0.5664
H: 0.8347 2.7594 1.0298  0.1659
H: 0.4632 1.8021 -2.7286  0.2264
H: -4.4063 -2.3825 5.0597  0.3758
H: -1.2452 -1.7378 -4.4619  0.6805
H: 2.8684 -1.7376 4.1887  0.5115
H: -1.8552 -0.5145 -0.1227  0.1142
H: -5.2662 -0.9304 0.0300  0.4134
H: 1.2716 0.2951 0.5954  -0.4257
H: -2.4297 -3.4465 4.4572  0.5885
H: 4.2571 -3.2057 3.0269  0.4295
H: 3.0104 -0.5111 0.7262  -0.5575
H: 1.2705 5.7432 -0.6626  0.3139
H: -1.8297 6.4837 0.8917  0.3984
H: -0.7127 1.0830 -5.8491  0.2932
H: 1.2705 -2.3824 3.7788  0.3645
H: 0.3211 0.1369 -6.7951  0.3610
H: -3.5024 -3.6752 0.3175  0.8842
H: 2.9668 -5.0857 -0.5698  0.3854
H: -0.1905 6.2764 -1.4498  0.4012
H: 2.5552 2.5998 -2.7605  0.4276
H: 3.0953 1.0867 -2.1266  0.1590
H: -3.8381 5.2784 1.3802  0.5094
H: -1.2836 -0.2357 -3.4496  0.4113

***

No. 2
Formula: C36H81N10O10
Source: the OMol25 dataset
Level of theory: ωB97M-V/def2-TZVPD

Computed properties:
Lowest unoccupied orbital energy in Ha: 0.064
DFT total energy in Ha: -2720.21566
Highest occupied orbital energy in eV: -4.011
Gap between HOMO and LUMO in eV: 5.757
Energy above the lowest of the compared OMol25 structures with the same formula, charge and spin in kcal/mol: 130.1
Total charge: -1

Last column: Mulliken charge in e.
Element x y z (Å)
O: 3.4133 5.9597 -1.9154  -0.6882
O: -2.1467 -0.8633 -0.4741  -1.0786
O: -1.6592 1.4058 5.5860  -0.6503
O: 1.0737 -6.2625 -3.1329  -0.6846
O: -4.8550 -4.5765 -1.2020  -0.7407
O: 6.7006 0.1373 0.1817  -0.7017
O: -1.7998 5.0270 -3.9053  -0.7225
O: -2.7544 5.6177 1.6025  -0.6941
O: -2.7552 -1.4382 -5.9428  -0.7696
O: 1.3465 -4.3135 5.4585  -0.6261
N: 4.8742 -0.0656 -1.1615  -0.0704
N: -2.9791 -3.4780 -0.5549  0.4255
N: 1.8811 -2.1831 5.7892  -0.0607
N: 2.6003 -4.8686 -4.1508  -0.1328
N: -1.7603 -1.8402 -3.9665  0.4191
N: 1.4048 4.9307 -2.1558  -0.0478
N: -1.3741 2.8625 -3.4082  0.4451
N: -1.1469 -0.3762 0.4923  1.0837
N: -4.2371 3.9766 1.4024  -0.0425
N: 0.4828 1.9900 5.2556  0.1134
C: -4.3330 -3.6597 -0.5703  0.7862
C: -5.0957 -2.5883 0.1273  -0.9772
C: 1.5766 4.0271 -0.9326  -0.8961
C: -0.8951 -2.9888 -4.3663  -0.9996
C: 1.3701 -0.2348 2.1955  -1.1043
C: -2.6117 -0.7836 2.4784  -1.3297
C: -3.0923 4.4802 1.8885  0.2129
C: 0.6673 -1.7441 6.3933  -1.0991
C: -0.8630 -2.5008 1.8388  -1.1733
C: 2.1851 -3.4497 5.4412  0.6818
C: 2.7134 -3.9816 -2.9908  -1.0316
C: 5.3260 0.7916 -2.2740  -0.9647
C: 1.7714 -5.9034 -4.1612  0.8632
C: 0.9725 -1.2467 -0.9113  -1.5086
C: 3.6020 -3.7612 4.8327  -0.9304
C: 0.2047 -0.0861 -0.1865  2.0094
C: 5.6058 -0.4149 -0.0867  0.7756
C: -2.0024 -4.3608 -1.1442  -0.7805
C: 1.5336 3.0353 5.1540  -1.1352
C: -2.0767 4.0020 -3.3027  0.8278
C: 5.0468 -1.3978 0.9224  -0.6449
C: 1.2576 0.5239 0.8662  -1.3683
C: -1.1938 -0.9549 1.8231  1.9545
C: -0.7249 2.2320 5.6675  1.1328
C: 0.0612 1.0509 -1.3351  -0.4816
C: -4.4291 2.5304 1.1594  -0.8185
C: 1.9685 6.4157 -3.8883  -0.9165
C: -0.2956 2.3923 -4.3691  -1.0626
C: -0.9922 3.5044 6.3903  -1.6153
C: -2.0643 3.4809 2.5062  -0.3126
C: -3.5864 -0.1863 -4.0503  -0.4851
C: -2.6392 -1.2143 -4.7231  0.6965
C: -0.0333 -0.3719 2.7340  -0.6225
C: -3.2621 3.7946 -2.3882  -0.8008
C: 2.3600 5.7664 -2.5065  0.7563
C: 1.9117 -6.5869 -5.4891  -1.3763
H: 2.3857 4.4830 -0.3620  0.4307
H: -2.6224 -0.8620 3.5655  0.5020
H: 0.9880 6.0852 -4.2312  0.2086
H: -1.7316 -5.0570 -0.3504  0.3953
H: 1.2727 4.0330 5.5071  0.4618
H: -0.5271 -2.8463 0.8610  0.0130
H: 5.1366 0.4258 -3.2831  0.2586
H: -1.7686 2.1650 -2.7934  -0.2582
H: -6.0703 -2.4961 -0.3519  0.4046
H: 1.9150 3.0087 -1.1234  0.1554
H: -5.3828 2.2201 0.7324  0.3827
H: -0.4639 -3.5484 -3.5361  0.1409
H: 2.0846 -4.1818 -2.1232  0.3031
H: 4.7730 1.7034 -2.0485  0.2843
H: -5.3445 -2.6523 1.1866  0.2778
H: 5.6512 -1.7995 1.7357  0.3815
H: 0.6277 1.0242 4.9980  -0.0288
H: 3.1940 -4.7274 -4.9557  0.2545
H: 1.1671 1.5488 1.2263  0.4765
H: -2.4185 -4.7107 -2.0889  0.4111
H: -4.7250 -1.5839 -0.0774  0.0890
H: 0.5610 4.8766 -2.7083  0.1256
H: -4.1035 3.5298 -3.0285  0.3102
H: -4.8305 4.7103 1.0422  0.2583
H: 4.5157 -2.2001 0.4102  0.2304
H: -1.4723 -3.7623 -4.8730  0.3922
H: 2.2699 0.6186 0.4733  0.3332
H: -2.7178 -2.5217 -0.3617  0.1358
H: 2.6942 -2.9129 -3.2044  0.2829
H: 0.0288 -0.5795 3.8022  -0.0770
H: 0.7683 2.5424 -4.1856  0.2557
H: -3.5907 2.1694 0.5638  0.0490
H: 3.8961 -0.3132 -1.1158  0.1581
H: -3.1317 2.9955 -1.6585  -0.0492
H: 2.7043 -1.6041 5.8736  0.2173
H: 1.8909 7.5029 -3.8834  0.3165
H: 0.4933 -2.1427 7.3928  0.3928
H: -1.3159 4.1104 2.9877  0.3714
H: -0.6511 0.6965 -2.0802  -1.0065
H: -1.7252 2.9004 1.6482  -0.1839
H: -0.5505 2.8272 -5.3355  0.4878
H: -2.5593 2.8563 3.2498  0.3531
H: 1.6889 -5.8552 -6.2657  0.3582
H: 3.6695 -4.2779 -2.5593  0.4763
H: -4.2959 1.8833 2.0263  0.3558
H: 3.4696 -3.3885 3.8170  0.0973
H: 1.1617 -7.3726 -5.5809  0.3474
H: 0.5970 -0.6625 6.5089  0.3755
H: -3.4813 0.6979 -4.6791  0.2088
H: 3.9465 -4.7865 4.9676  0.3348
H: 1.9700 0.3398 2.9013  0.4487
H: -0.1509 3.7526 7.0375  0.4570
H: 4.1637 -0.8779 1.2938  -0.0999
H: -0.3671 1.9871 -0.9770  0.4171
H: 6.3828 0.9791 -2.0839  0.3960
H: -3.3223 -0.0464 -3.0021  -0.0833
H: 1.5240 3.3200 4.1019  0.3048
H: -1.2436 4.3666 5.7727  0.3471
H: -2.0012 -1.4997 -3.0467  -0.2774
H: -3.5980 4.7064 -1.8944  0.3696
H: 1.1902 -1.9507 -0.1081  0.4999
H: 2.5156 2.6755 5.4611  0.3370
H: 4.2986 -3.0753 5.3149  0.3480
H: -3.0785 0.1873 2.3130  -0.3789
H: 0.1276 -1.6711 -1.4537  -0.1263
H: 1.7691 -1.2449 2.1023  0.2507
H: -1.0603 -3.8311 -1.2854  -0.1601
H: 2.9034 -7.0391 -5.4901  0.3588
H: -0.1099 -2.7060 -5.0673  0.3268
H: -1.6579 -3.2285 2.0023  0.3985
H: -1.9247 3.5567 6.9522  0.3599
H: -0.2792 0.6897 2.7108  -0.1247
H: -0.3018 -2.0246 5.9807  0.2897
H: -0.3456 1.3111 -4.4975  0.2251
H: -0.2194 -2.8592 2.6421  0.0466
H: 1.0162 1.1879 -1.8423  0.3867
H: 2.7727 6.1636 -4.5795  0.2515
H: 1.8499 -1.0422 -1.5248  -0.0167
H: 0.7340 4.0421 -0.2413  0.2734
H: -4.5963 -0.5909 -3.9834  0.3928
H: -3.2854 -1.6006 2.2199  0.2919

***

No. 3
Formula: C36H84Br2F3N5O17S
Source: the OMol25 dataset
Level of theory: ωB97M-V/def2-TZVPD

Computed properties:
Lowest unoccupied orbital energy in Ha: -0.017
DFT total energy in Ha: -8820.34498
Highest occupied orbital energy in eV: -9.246
Gap between HOMO and LUMO in eV: 8.791

Last column: Mulliken charge in e.
Element x y z (Å)
Br: 6.8332 2.4044 0.6965  -0.0774
Br: 6.9359 6.6832 -1.0222  -0.1175
S: -1.8549 0.1464 -3.9431  0.0166
F: 8.0555 5.1102 0.7953  -0.2077
F: 8.3508 4.3762 -1.2330  -0.2159
F: 5.3225 4.6617 0.5379  -0.2711
O: 3.4285 5.6029 -1.4160  -0.2903
O: -1.0797 -3.6745 -2.1701  -0.3991
O: 2.0596 6.7406 -0.1812  -0.2265
O: -0.1993 -2.8674 5.4964  -0.4296
O: -2.9926 9.9730 -5.6370  -0.5196
O: -3.0223 2.1703 -2.6037  -0.0226
O: -3.4182 -7.9955 5.7239  -0.4911
O: 0.2081 7.0272 -3.7153  -0.3906
O: 4.0306 -3.3863 2.3934  -0.2841
O: -2.0903 -5.9609 3.6920  -0.4375
O: -3.3375 -10.6919 4.1936  -0.5110
O: -5.6944 12.3319 -2.9813  -0.4829
O: 1.3679 -5.8770 1.0740  -0.3681
O: 2.9259 -0.3716 4.1219  -0.3703
O: -6.5341 -11.8385 6.6257  -0.5194
O: -5.3680 4.9675 -0.6345  -0.5016
O: -0.8459 -3.5128 -5.0942  -0.4200
N: -5.0215 2.2491 -3.5047  -0.4526
N: 2.5741 3.4198 1.1061  -0.6511
N: 2.4678 6.6860 -1.2588  0.2112
N: -0.3478 2.8228 -1.0264  -0.7734
N: -4.3088 1.2728 -4.1434  -0.3010
C: -0.9484 -3.4437 -6.5144  -0.6531
C: 4.1372 0.3593 4.1097  -0.7818
C: 1.9773 2.1397 -1.9823  3.1981
C: 0.6726 2.5241 -1.4412  -1.0647
C: -4.2288 2.7520 -2.6094  -0.1424
C: 0.3748 -3.8634 6.3365  -0.5417
C: 3.0571 3.1836 -1.4443  3.5059
C: 0.6125 8.3211 -4.1574  -0.4516
C: -5.9087 -10.8111 7.3849  -0.2709
C: 1.4080 -1.9592 1.6958  0.1073
C: 6.2084 3.9966 -0.2380  0.4247
C: 2.3327 0.7422 -1.4003  -2.2392
C: 4.4847 2.6260 -1.6127  -0.6998
C: -0.4208 2.5365 -4.5077  -0.8956
C: -3.0133 10.7611 -4.4475  -0.3227
C: -0.3849 -4.8931 -2.4128  -0.3943
C: -2.3538 -6.0238 2.2862  -0.5367
C: -0.6653 1.0886 -4.9561  -0.9155
C: -2.9059 -11.7456 5.0443  -0.5028
C: 1.9726 2.0296 -3.5310  -1.0041
C: 0.4440 -0.4475 -0.1156  -0.4564
C: 2.0567 0.0726 3.0915  -0.1752
C: -2.5005 -8.3992 6.7344  -0.5851
C: 1.3036 -6.1963 2.4637  -0.5399
C: 4.5881 -4.5461 1.7875  -0.6100
C: 1.2023 -0.2972 -1.4526  0.1007
C: 2.8184 4.5256 -2.1377  -1.9571
C: 0.9929 -0.9880 2.8208  -0.8101
C: -3.1347 1.2381 -3.5876  -0.0119
C: 7.4507 4.9270 -0.4005  0.5602
C: 5.6458 3.6278 -1.6022  -1.9859
C: 2.7719 3.3586 -0.0108  -1.0780
C: 1.0556 2.9426 -4.3495  -1.1446
C: 0.5156 -1.8719 0.4576  -0.9591
C: -4.8663 5.4462 0.6133  -0.5583
C: -5.2926 13.6160 -3.4499  -0.5334
H: 0.9088 -1.5757 3.7298  0.1892
H: -0.9670 -4.4632 -6.8897  0.2489
H: 4.5387 2.0804 -2.5506  0.6711
H: -6.1581 14.2516 -3.6517  0.2909
H: -0.4804 -2.2190 0.7307  0.4039
H: -1.5478 -5.5393 1.7306  0.1012
H: 1.4748 2.9693 -5.3571  0.5064
H: 0.2407 -5.0981 -1.5460  0.0195
H: 2.6345 0.2425 2.1783  0.0521
H: -3.0165 -7.2577 5.2466  0.3145
H: -0.2845 7.1391 -2.8978  0.2527
H: -1.0872 1.1006 -5.9577  0.6520
H: -3.7026 -12.0390 5.7340  0.1652
H: -1.0940 -5.7167 -2.5363  0.3103
H: 4.6427 0.2051 5.0579  0.2901
H: -0.2518 8.9610 -4.3524  0.0772
H: 0.5275 -0.0533 -2.2716  -0.9270
H: -4.7448 13.4674 -4.3764  0.1892
H: 3.1505 0.3708 -2.0187  0.4045
H: 0.8652 -5.3504 2.9865  0.0162
H: 0.7562 -4.6522 5.6926  0.1514
H: -0.8286 -2.6115 -4.7584  0.2598
H: -2.3108 -7.5885 7.4424  0.3206
H: -4.1047 6.2146 0.4633  0.2508
H: 1.8179 0.9848 -3.7798  0.8525
H: -3.0821 9.0537 -5.3733  0.2923
H: 0.2411 -4.8179 -3.3015  0.2663
H: -0.0892 -2.9229 -6.9448  0.2593
H: 2.7255 0.8344 -0.3902  0.6155
H: 1.7552 -6.6315 0.6219  0.2246
H: 1.5846 1.0107 3.4001  0.4216
H: -0.5363 -2.1651 6.0589  0.2374
H: 4.6377 -3.0719 3.0693  0.2247
H: 2.9933 2.2552 -3.8390  0.3196
H: -5.9630 -11.0886 8.4345  0.2824
H: -2.0183 -11.4501 5.6125  0.2330
H: 6.4719 3.1599 -2.1324  0.5102
H: 1.1719 8.2013 -5.0810  0.2431
H: -4.4174 4.6019 1.1286  0.2442
H: 2.3045 -6.3871 2.8607  0.2698
H: -0.5926 -0.1701 -0.2855  0.3578
H: 4.7728 0.0250 3.2853  0.2373
H: -6.4185 -9.8550 7.2431  0.2418
H: 0.8837 -2.5822 -0.2796  0.1710
H: -3.9555 10.6248 -3.9148  0.2168
H: -2.1786 10.4910 -3.7927  0.1675
H: 0.0247 -0.5340 2.6228  0.6309
H: -3.3026 -5.5371 2.0520  0.3235
H: -2.4090 -7.0710 2.0021  0.2673
H: 0.2440 0.4992 -5.0231  0.4754
H: -4.6398 14.1148 -2.7287  0.2713
H: 5.5469 -4.3359 1.3046  0.3238
H: 4.6805 1.9037 -0.8271  0.2393
H: -4.8576 -10.7046 7.1029  -0.0501
H: -2.6554 -12.6018 4.4227  0.2802
H: 3.9322 1.4252 3.9880  0.3493
H: 5.4311 4.5557 -2.1275  0.6888
H: -4.4788 3.5522 -1.9316  0.5832
H: -5.6729 5.8499 1.2289  0.2678
H: -5.7705 5.7071 -1.0979  0.2722
H: -6.4830 -11.5911 5.6980  0.3083
H: 3.2216 4.5370 -3.1498  0.2106
H: 1.7492 4.7217 -2.1853  0.9628
H: -2.9151 11.8056 -4.7298  0.1303
H: 4.7241 -5.3295 2.5394  0.2649
H: 1.0738 3.9698 -3.9981  0.1768
H: -1.8665 -2.9358 -6.8190  0.2697
H: -6.1808 12.4598 -2.1629  0.2857
H: -3.5577 -9.9366 4.7520  0.3452
H: -0.3706 -4.2889 7.0145  0.2704
H: 0.8958 0.2454 0.5891  0.3494
H: 2.4587 -1.8339 1.4554  0.4216
H: 1.6639 -1.2483 -1.7096  0.8344
H: -2.0387 -5.0324 3.9389  0.2445
H: -1.5509 -8.7221 6.2980  0.2512
H: -1.6370 -3.5253 -2.9399  0.2719
H: -2.9437 -9.2353 7.2722  0.2149
H: 1.2016 -3.4556 6.9231  0.3029
H: 3.8757 -4.8864 1.0398  0.1216
H: 0.6751 -7.0774 2.6145  0.4055
H: -0.9834 2.7861 -3.6164  0.3677
H: -0.8233 3.1826 -5.2865  0.5727
H: 1.2537 8.7961 -3.4104  0.2828
H: 1.3105 -2.9654 2.0998  -0.4585